# 1
{"formula": "C29H52BN2O11", "method": "wB97M-V/def2-TZVPD", "spin_multiplicity": 1, "homo_energy_ev": -3.66, "charge": -1, "gap_ev": 5.9, "e_above_lowest_kj_mol": 475.2, "symbols": ["C", "C", "N", "B", "C", "C", "O", "C", "C", "C", "C", "C", "N", "H", "H", "H", "H", "H", "H", "H", "H", "H", "H", "H", "H", "H", "H", "H", "H", "H", "H", "H", "H", "H", "H", "O", "C", "O", "C", "C", "C", "H", "H", "H", "H", "H", "H", "O", "C", "O", "C", "C", "C", "H", "H", "H", "H", "H", "H", "O", "C", "O", "C", "C", "C", "H", "H", "H", "H", "H", "H", "O", "C", "O", "C", "C", "C", "H", "H", "H", "H", "H", "H", "O", "C", "O", "C", "C", "C", "H", "H", "H", "H", "H", "H"], "xyz": [[-1.180951, -0.763510, -0.594517], [-0.339948, 0.024142, -1.798462], [1.096580, -0.539596, -1.809109], [1.749391, -0.207728, -3.161327], [3.151003, -1.053357, -3.324304], [4.286793, -0.735891, -2.177623], [4.770110, -1.964005, -1.512948], [4.090279, -2.063962, -0.184355], [4.978513, -1.297022, 0.964473], [1.864262, 1.402370, -3.473314], [2.710602, 2.269433, -2.369791], [2.412824, 2.364541, -0.759166], [3.827893, 2.973315, -2.828923], [-0.374048, -1.252558, 0.102497], [-1.862000, -1.596032, -1.066434], [-1.838659, -0.006791, 0.016072], [-0.859179, -0.078605, -2.851406], [-0.221020, 1.167083, -1.549903], [0.928287, -1.588467, -1.871560], [0.998105, -0.651830, -3.982979], [2.860879, -2.202706, -3.182217], [3.605224, -0.999137, -4.426940], [3.894020, -0.027051, -1.317312], [5.215389, -0.273307, -2.751116], [2.970510, -1.703859, -0.255482], [4.060123, -3.222845, 0.064702], [6.128361, -1.547313, 0.817583], [4.878470, -0.130317, 0.820354], [4.587417, -1.594382, 2.029820], [0.779953, 1.873519, -3.561890], [2.376333, 1.563285, -4.531817], [3.459712, 2.187754, -0.218661], [2.081690, 3.465724, -0.447895], [1.621635, 1.604452, -0.352819], [4.279892, 3.488140, -2.015052], [-4.478142, 0.213080, 0.969312], [-4.605166, 0.899453, -0.031156], [-4.046639, 0.606068, -1.242008], [-4.308612, 1.675115, -2.149911], [-5.514872, 2.384117, -1.592083], [-5.348605, 2.198688, -0.105013], [-3.426969, 2.323398, -2.189930], [-4.498009, 1.272239, -3.149131], [-5.578163, 3.431749, -1.898046], [-6.429401, 1.878442, -1.925165], [-4.734126, 2.987744, 0.337278], [-6.314259, 2.129739, 0.401119], [-1.123342, 3.747959, 1.873931], [-1.125658, 2.722183, 2.534199], [-0.122045, 1.796547, 2.521976], [-0.505343, 0.679643, 3.322842], [-1.560109, 1.205926, 4.260613], [-2.236020, 2.270179, 3.433621], [-0.889288, -0.106807, 2.664626], [0.365740, 0.296463, 3.862292], [-2.242813, 0.430979, 4.619116], [-1.083241, 1.667266, 5.133983], [-3.045102, 1.858889, 2.823671], [-2.598681, 3.091659, 4.055764], [-2.136345, 4.590227, 5.582112], [-1.464830, 5.580653, 5.344833], [-0.708744, 6.238364, 6.272163], [-0.148825, 7.407459, 5.675936], [-0.158597, 7.141461, 4.193347], [-1.382537, 6.277981, 4.020775], [-0.767830, 8.268899, 5.947816], [0.864896, 7.565510, 6.055423], [-0.178880, 8.054420, 3.592310], [0.735455, 6.571390, 3.912803], [-2.285876, 6.876879, 3.875473], [-1.256702, 5.562089, 3.205253], [1.658793, -2.981747, 2.727177], [1.116865, -3.887328, 2.115283], [0.038457, -3.724032, 1.293967], [-0.397838, -5.002331, 0.834204], [0.797603, -5.906981, 0.980662], [1.499079, -5.334747, 2.186435], [-1.242294, -5.326088, 1.451650], [-0.727619, -4.927189, -0.206093], [0.528980, -6.961039, 1.089993], [1.444661, -5.812219, 0.100123], [1.117537, -5.759750, 3.118963], [2.582080, -5.460415, 2.117675], [0.214483, -3.385426, -2.264967], [-0.035840, -4.138183, -3.191722], [0.896689, -4.892090, -3.844566], [0.273287, -5.564821, -4.937535], [-1.192247, -5.610830, -4.592551], [-1.387112, -4.337771, -3.808487], [0.467091, -4.996988, -5.853598], [0.698825, -6.566826, -5.044875], [-1.839005, -5.687292, -5.470621], [-1.394508, -6.474212, -3.947046], [-1.611483, -3.488783, -4.460171], [-2.157244, -4.452446, -3.042226]], "forces_ev_per_angstrom": [[0.4, 0.5, -0.5], [0.7, -0.2, 1.2], [-2.6, -0.8, -0.1], [0.7, -0.1, 0.0], [1.1, -1.5, 0.2], [0.2, 0.4, -1.2], [-1.6, 1.1, 1.8], [0.5, -1.0, 0.0], [-0.2, 0.3, -0.6], [0.4, 2.3, 0.1], [3.1, 2.1, -1.5], [0.3, 0.2, 0.1], [-3.9, -2.1, 2.4], [-1.7, 0.9, -1.3], [1.3, 1.6, 1.1], [1.2, -1.6, -1.1], [0.8, 0.1, 1.8], [-0.6, -2.1, -0.5], [0.5, 1.8, 0.3], [-0.6, -0.3, -1.2], [0.7, 2.2, -0.2], [-0.7, 0.0, 2.3], [0.7, -1.1, -2.1], [-1.8, -0.7, 1.5], [2.2, -0.4, 0.2], [0.2, 2.3, -0.4], [-2.5, 0.3, 0.4], [0.1, -2.3, 0.4], [0.8, 0.6, -2.0], [2.1, -0.7, 0.3], [-0.9, -0.1, 2.3], [-2.3, 0.2, -1.1], [0.6, -2.3, -0.9], [1.6, 1.3, -1.0], [-0.8, -0.9, -0.9], [-0.1, 0.7, -1.7], [0.6, -1.2, 1.5], [-0.5, -0.2, 0.9], [0.3, 0.2, -0.7], [-0.6, 0.6, -0.4], [-0.5, 0.3, -0.1], [0.0, -0.1, 0.0], [0.2, -0.1, 0.2], [0.1, -0.2, 0.0], [0.1, 0.1, 0.0], [-0.1, -0.1, 0.1], [0.4, 0.0, 0.2], [0.5, -1.2, 0.7], [0.1, 0.8, -1.0], [-0.5, 1.2, -0.3], [0.2, -0.9, 0.2], [-0.3, -0.3, 0.8], [-0.2, 0.0, 0.5], [0.1, 0.1, 0.0], [0.0, 0.1, -0.3], [0.1, 0.0, -0.1], [-0.1, -0.1, -0.1], [0.0, 0.1, -0.1], [0.0, -0.1, -0.4], [1.3, 1.5, 0.3], [-1.3, -1.3, 0.3], [-0.4, -0.7, -0.1], [0.4, 0.6, 0.2], [0.5, 0.4, -0.7], [0.4, 0.0, -0.4], [0.0, -0.1, 0.0], [-0.2, -0.1, 0.2], [0.1, -0.1, 0.1], [-0.1, 0.1, 0.0], [0.0, -0.2, 0.0], [-0.4, 0.0, 0.1], [-1.2, -1.2, -1.1], [0.7, 1.8, 1.1], [0.7, 0.2, 0.6], [-0.5, -0.1, -0.5], [0.3, -0.8, -0.4], [0.3, -0.4, -0.3], [0.0, 0.0, 0.0], [0.0, 0.3, 0.2], [0.0, 0.1, -0.1], [-0.1, 0.0, 0.1], [0.1, 0.1, 0.0], [-0.2, 0.2, 0.4], [-0.2, -2.0, -1.5], [0.7, 1.9, 1.6], [-0.2, 0.3, 0.5], [0.3, -0.3, -0.5], [-0.7, -0.5, -0.3], [-0.4, -0.3, 0.0], [0.0, 0.0, 0.1], [0.2, 0.2, 0.1], [0.1, 0.0, 0.1], [0.0, 0.1, -0.1], [0.0, 0.1, 0.2], [0.1, 0.4, -0.1]], "lowdin_charge": [-0.105, -0.277, -0.043, -0.815, -0.128, -0.213, -0.255, -0.253, -0.110, -0.124, -0.316, -0.095, 0.006, 0.068, 0.068, 0.046, 0.099, 0.093, 0.051, 0.066, 0.099, 0.097, 0.101, 0.123, 0.121, 0.113, 0.082, 0.068, 0.069, 0.091, 0.102, 0.073, 0.080, 0.061, 0.009, 0.086, -0.466, 0.015, -0.164, -0.173, -0.089, 0.136, 0.129, 0.118, 0.119, 0.136, 0.128, 0.071, -0.448, 0.035, -0.160, -0.158, -0.086, 0.126, 0.130, 0.120, 0.119, 0.124, 0.098, 0.091, -0.439, 0.028, -0.177, -0.163, -0.079, 0.125, 0.126, 0.120, 0.129, 0.139, 0.105, 0.091, -0.458, 0.026, -0.169, -0.168, -0.090, 0.126, 0.114, 0.115, 0.125, 0.131, 0.129, 0.096, -0.433, 0.035, -0.174, -0.177, -0.081, 0.131, 0.124, 0.116, 0.118, 0.140, 0.128]}


# 2
{"formula": "C29H52F15N6O26P", "method": "wB97M-V/def2-TZVPD", "spin_multiplicity": 1, "homo_energy_ev": -10.45, "smiles": "CCOC(=O)C(F)(F)F.CCOC(=O)C(F)(F)F.CCOC(=O)C(F)(F)F.CCOC(=O)C(F)(F)F.CCOC(=O)C(F)(F)F.COP(=O)(OC)OC.C[N+](=O)[O-].C[N+](=O)[O-].C[N+](=O)[O-].C[N+](=O)[O-].C[N+](=O)[O-].C[N+](=O)[O-]", "gap_ev": 10.2, "symbols": ["C", "N", "O", "O", "H", "H", "H", "C", "N", "O", "O", "H", "H", "H", "C", "N", "O", "O", "H", "H", "H", "C", "N", "O", "O", "H", "H", "H", "C", "N", "O", "O", "H", "H", "H", "C", "N", "O", "O", "H", "H", "H", "C", "O", "P", "O", "O", "C", "O", "C", "H", "H", "H", "H", "H", "H", "H", "H", "H", "C", "C", "O", "C", "O", "C", "F", "F", "F", "H", "H", "H", "H", "H", "C", "C", "O", "C", "O", "C", "F", "F", "F", "H", "H", "H", "H", "H", "C", "C", "O", "C", "O", "C", "F", "F", "F", "H", "H", "H", "H", "H", "C", "C", "O", "C", "O", "C", "F", "F", "F", "H", "H", "H", "H", "H", "C", "C", "O", "C", "O", "C", "F", "F", "F", "H", "H", "H", "H", "H"], "xyz": [[-1.626840, -0.708923, 5.585059], [-2.213998, 0.015634, 4.457380], [-1.620654, 0.091307, 3.387674], [-3.241903, 0.622454, 4.705086], [-1.876862, -1.757183, 5.421551], [-1.967807, -0.252075, 6.514114], [-0.577382, -0.471397, 5.410977], [1.224456, -2.871331, 3.209191], [1.474402, -3.757435, 2.068211], [2.623494, -4.074249, 1.801960], [0.506589, -4.085667, 1.471941], [1.963844, -3.086810, 3.980523], [0.224303, -2.876673, 3.642503], [1.479820, -1.948607, 2.688158], [-1.017420, 0.355587, 0.072904], [0.175510, -0.541036, 0.260819], [1.036798, -0.091233, 0.998325], [0.328324, -1.556309, -0.382912], [-1.693211, 0.078428, 0.881969], [-1.492157, 0.062296, -0.863416], [-0.817102, 1.424036, 0.152798], [-4.818239, -1.367677, -3.067289], [-4.615412, -1.664083, -1.645996], [-3.692649, -1.105594, -1.089825], [-5.508050, -2.340774, -1.089663], [-3.911675, -0.862016, -3.399763], [-5.670571, -0.692573, -3.143744], [-4.902915, -2.283201, -3.652730], [1.770985, 3.474855, -0.718713], [2.537016, 4.160491, 0.379534], [3.237380, 3.464054, 1.135759], [2.329187, 5.385653, 0.522595], [0.939112, 3.057482, -0.151372], [2.365264, 2.639619, -1.089258], [1.438509, 4.281583, -1.371978], [0.428680, 2.679053, 3.256559], [1.585290, 3.042916, 4.171589], [1.856114, 2.226341, 5.070083], [2.164007, 4.061664, 3.854445], [-0.120454, 1.873821, 3.744575], [0.957238, 2.373231, 2.353681], [-0.139578, 3.603689, 3.155433], [-4.978093, 3.330372, -0.779574], [-3.568235, 3.254309, -0.764808], [-2.740067, 4.364777, 0.005106], [-1.314422, 4.147763, 0.303684], [-3.105205, 5.727110, -0.815040], [-1.986840, 6.595661, -1.261115], [-3.547823, 4.639792, 1.410341], [-3.300967, 3.849019, 2.515420], [-5.323898, 4.041447, -0.029318], [-5.453021, 2.382127, -0.527838], [-5.403442, 3.674164, -1.722440], [-1.938197, 6.604886, -2.349998], [-1.045540, 6.121266, -0.983628], [-1.937400, 7.531573, -0.704589], [-2.991613, 2.857168, 2.185842], [-4.131854, 3.660113, 3.195157], [-2.462968, 4.262690, 3.076427], [4.304985, -2.093629, -0.424887], [4.567522, -0.637417, -0.706879], [4.633864, -0.587115, -2.090266], [3.645270, -0.091503, -2.829896], [2.593051, 0.412958, -2.367140], [3.918173, -0.148814, -4.392957], [5.132055, -0.623961, -4.644157], [2.966438, -0.919932, -4.938525], [3.773098, 0.988542, -5.000466], [3.739999, -2.088704, 0.507238], [5.188579, -2.713382, -0.272380], [3.689195, -2.516255, -1.218789], [5.484206, -0.285047, -0.233995], [3.707340, -0.098526, -0.309659], [7.781587, -2.033231, 2.462406], [7.809634, -0.809236, 3.362940], [6.493008, -0.218246, 3.429347], [6.042769, 0.724620, 2.606408], [6.660827, 1.212249, 1.657702], [4.517207, 1.129062, 2.932746], [3.727038, 0.804361, 1.888904], [4.131141, 0.460156, 4.014172], [4.515887, 2.481847, 3.175839], [8.734120, -2.546997, 2.332693], [7.529766, -1.828104, 1.421923], [7.055499, -2.725415, 2.888750], [8.471728, -0.082027, 2.892928], [8.159360, -1.086289, 4.357438], [-0.741093, -2.605821, -3.176839], [-0.544802, -2.879615, -4.626799], [-1.434846, -3.970140, -4.863236], [-0.992016, -5.217270, -4.974716], [0.126263, -5.580018, -4.758961], [-2.029535, -6.143757, -5.500283], [-1.731685, -6.620359, -6.744691], [-2.055966, -7.178644, -4.625453], [-3.198239, -5.551175, -5.583693], [-0.511720, -3.510161, -2.613228], [-1.737723, -2.273879, -2.885891], [-0.051778, -1.829096, -2.845742], [0.487240, -3.182699, -4.803230], [-0.703414, -2.016204, -5.272901], [-3.875298, 4.805740, -5.127049], [-2.370975, 4.784544, -5.244753], [-1.952215, 3.575355, -4.680210], [-0.717519, 3.367575, -4.085986], [-0.009740, 4.356531, -3.833293], [-0.419185, 1.940000, -3.556288], [-1.504011, 1.188862, -3.689012], [0.435080, 1.364206, -4.434656], [0.012247, 1.954503, -2.304022], [-4.274394, 4.581752, -4.137773], [-4.354368, 4.167134, -5.869183], [-4.318421, 5.773309, -5.362761], [-1.857196, 5.582348, -4.708435], [-2.045910, 4.849460, -6.283129], [-1.315843, -5.159059, 5.430958], [-2.361234, -5.783734, 4.489671], [-2.360967, -5.265828, 3.159318], [-2.987542, -4.133250, 2.889198], [-3.713660, -3.476198, 3.689132], [-2.802844, -3.694825, 1.396167], [-2.322111, -4.654195, 0.619450], [-4.005275, -3.272244, 0.921643], [-1.956707, -2.649028, 1.389058], [-1.674896, -5.276686, 6.453372], [-1.258859, -4.087225, 5.241126], [-0.295959, -5.540118, 5.378817], [-3.302887, -5.597806, 5.006218], [-2.135199, -6.845837, 4.584284]], "forces_ev_per_angstrom": [[1.1, 0.1, -0.5], [-1.2, 1.7, -0.4], [-0.2, -0.6, 0.6], [0.1, -0.3, -0.4], [0.1, 0.0, 0.4], [-0.2, -0.4, -0.3], [0.2, -0.7, 0.5], [1.3, 0.9, 0.4], [0.8, -0.8, 1.0], [-0.3, 0.3, 0.2], [-1.6, -0.9, -1.6], [0.0, 0.1, -0.2], [0.0, -0.3, -0.7], [-0.3, 0.7, 0.8], [-1.0, -1.1, 0.0], [1.1, 1.4, -0.7], [0.0, -0.1, 0.6], [-0.8, 0.1, 0.2], [0.0, 0.0, 0.0], [0.1, 0.2, 0.1], [0.6, -0.3, -0.1], [0.9, 0.2, -0.9], [-2.2, -0.6, 1.4], [0.0, -0.4, 0.1], [1.9, 1.1, -1.0], [-0.2, 0.1, 0.0], [0.0, -0.3, 0.0], [-0.5, 0.0, 0.3], [0.2, 0.3, 1.2], [0.4, 1.0, 1.4], [-1.3, 1.4, -1.6], [0.6, -2.4, -0.3], [-0.3, 0.1, -0.3], [0.0, 0.4, -0.3], [0.1, -0.6, -0.2], [0.7, 0.2, 1.0], [-0.4, -0.9, -0.2], [0.1, 1.6, -1.0], [0.1, -0.7, 1.1], [0.1, 0.2, -0.4], [-0.5, -0.1, -0.2], [0.0, -0.3, -0.4], [-1.6, 0.5, 0.4], [1.0, -0.2, 0.1], [-0.6, 2.4, 1.6], [-0.6, -0.7, -0.9], [1.2, -0.6, 0.3], [0.7, -1.4, 0.7], [-0.6, 1.0, -2.6], [1.4, -1.7, 0.9], [0.0, 0.0, 0.0], [0.5, -0.2, -0.1], [0.5, -0.1, -0.3], [-0.6, 0.6, 0.2], [0.0, -0.3, 0.1], [-0.8, 0.1, -0.5], [0.1, -0.3, 0.2], [-0.4, 0.6, -0.4], [-0.1, 0.1, 0.2], [-0.2, -0.3, 1.3], [-1.0, -0.9, 1.6], [0.3, 1.4, -3.6], [-2.3, 1.8, 2.2], [3.1, -1.6, -1.8], [-0.6, -1.0, 1.3], [-0.1, -0.3, -0.2], [0.2, -0.9, 0.1], [0.3, 1.8, 0.0], [-0.1, -0.6, 0.0], [0.1, 0.1, -0.2], [-0.1, -0.1, 0.2], [0.0, 0.2, -0.5], [0.2, 0.4, -0.4], [-0.4, -0.4, -0.1], [0.7, 0.3, -1.9], [-0.8, 0.0, 0.8], [1.2, 0.6, -2.2], [-1.5, -1.0, 2.2], [2.1, 0.5, -0.1], [0.4, 0.5, 1.0], [-0.6, 0.4, -0.2], [-0.5, -2.1, -0.3], [0.2, 0.1, 0.7], [-0.5, 0.4, 0.1], [0.0, -0.2, -0.3], [0.1, 0.2, 0.4], [-0.5, 0.4, 0.1], [0.6, 0.8, 1.0], [0.9, -0.3, 0.9], [-1.1, -0.3, -1.6], [2.0, 1.8, -0.1], [0.1, -0.2, 0.1], [-0.1, -1.4, -0.3], [0.0, 0.3, 1.1], [-0.6, 0.2, -0.8], [-0.9, -0.2, 0.1], [0.0, 0.1, 0.1], [-0.1, -0.1, -0.3], [0.1, 0.0, 0.1], [0.0, -0.3, 0.0], [-0.8, -0.3, -0.2], [-0.9, 0.5, -0.4], [0.3, 1.2, 0.3], [2.0, -3.8, 1.0], [-0.6, 5.6, 0.6], [-1.0, -3.3, -0.6], [-0.5, 0.0, -2.1], [-0.8, -0.3, 1.0], [0.7, 0.5, 0.9], [0.0, -0.2, -0.8], [0.4, -0.3, 0.1], [0.2, -0.4, 0.2], [0.5, 0.4, 0.0], [-0.3, 0.3, 0.0], [0.0, -0.2, -0.1], [0.0, 0.9, -0.4], [0.4, 0.3, 2.3], [0.4, -0.2, -0.3], [-2.8, 1.5, 2.7], [2.9, -2.2, -2.9], [-0.8, 0.6, 0.5], [-0.2, 0.2, 0.1], [1.3, -0.6, 0.4], [-0.3, -0.2, -0.1], [0.1, -0.1, 0.0], [0.0, 0.1, 0.1], [-0.2, -0.3, -0.3], [-0.3, 0.0, -0.7], [-0.4, -0.1, -1.3]], "lowdin_charge": [0.057, -0.432, 0.026, 0.074, 0.089, 0.109, 0.102, 0.050, -0.459, 0.059, 0.084, 0.104, 0.082, 0.090, 0.052, -0.393, 0.030, 0.069, 0.079, 0.076, 0.074, 0.038, -0.415, 0.056, 0.052, 0.085, 0.107, 0.106, 0.043, -0.380, 0.027, 0.045, 0.061, 0.086, 0.093, 0.066, -0.418, 0.027, 0.072, 0.067, 0.081, 0.089, -0.103, -0.203, 0.461, -0.226, -0.220, -0.046, -0.231, -0.138, 0.085, 0.095, 0.086, 0.078, 0.063, 0.094, 0.077, 0.096, 0.083, -0.037, -0.216, 0.028, -0.283, 0.082, -0.573, 0.179, 0.151, 0.203, 0.062, 0.080, 0.095, 0.123, 0.100, -0.064, -0.179, 0.012, -0.330, 0.114, -0.482, 0.137, 0.162, 0.127, 0.080, 0.072, 0.081, 0.120, 0.127, -0.059, -0.189, 0.023, -0.407, 0.182, -0.537, 0.152, 0.158, 0.188, 0.097, 0.066, 0.067, 0.124, 0.129, -0.054, -0.227, -0.012, -0.252, 0.114, -0.534, 0.163, 0.152, 0.179, 0.071, 0.080, 0.080, 0.110, 0.133, -0.059, -0.184, 0.045, -0.317, 0.093, -0.518, 0.185, 0.136, 0.140, 0.083, 0.045, 0.078, 0.120, 0.128]}